[1]
DFT (ωB97M-V with the def2-TZVPD basis set) results for C47H64AsCdF6O6 as an isolated structure at a distorted geometry.

- ΔE to the lowest compared entry with this formula, charge and spin (kcal/mol) = 11.2
- frontier orbital gap (alpha / beta) (eV) = 6.52 / 6.52
- total energy (Eh) = -5283.6388

```
! RIJCOSX wB97M-V def2-TZVPD def2/J DEFGRID3
* xyz -2 2
Cd -2.13718 1.23221 1.89823
C 0.44436 -0.34274 0.01944
O -0.83804 0.35768 0.05531
C -1.45544 0.40003 -1.14066
C -1.21800 1.45822 -1.98515
C -0.56709 2.72814 -1.52731
C 0.67604 2.64376 -0.66879
C 1.90832 2.73941 -1.33454
C 3.12077 2.73240 -0.66121
C 3.05580 2.67467 0.74216
C 1.86199 2.54866 1.45293
C 1.90068 2.48660 2.96406
C 1.96679 0.98248 3.23404
C 3.20038 0.30827 3.09683
C 3.28665 -1.06048 3.21732
C 2.13371 -1.80851 3.42570
C 0.89084 -1.19253 3.56435
C -0.36716 -2.02184 3.79105
C -0.87128 -2.53601 2.45707
C -0.31044 -3.73582 1.94476
C -0.49469 -4.23134 0.66093
C -1.34171 -3.45271 -0.11076
C -1.98831 -2.34820 0.34650
C -2.88102 -1.60651 -0.58303
C -2.30678 -0.63427 -1.59824
C -2.74798 -0.59661 -2.90644
C -2.48419 0.40131 -3.76735
C -1.71586 1.44606 -3.28558
C -2.91717 0.18751 -5.19840
C -2.10926 -1.01805 -5.76593
C -4.46000 0.10142 -5.39544
C -2.50300 1.38536 -6.03048
C -1.85007 -1.86930 1.71560
O -2.52255 -0.85780 2.11985
C 0.11818 -5.43948 0.02160
C -0.97499 -6.33577 -0.61770
C 0.93742 -6.31782 0.94387
C 1.17989 -4.91263 -1.06747
C 0.85444 0.20851 3.47975
O -0.38931 0.85587 3.56638
C -0.78638 1.28045 4.88823
C 4.66614 -1.75568 2.96478
C 4.69513 -3.10866 3.71123
C 5.78135 -0.99348 3.65065
C 4.80545 -1.94742 1.48935
C 0.66266 2.66936 0.73271
O -0.48823 2.78289 1.36371
C 4.46100 2.84846 -1.35709
C 4.36302 3.15154 -2.84357
C 5.32948 3.97514 -0.74368
C 5.19083 1.52685 -1.25229
H 1.03089 -0.07011 -0.84418
H 0.19498 -1.38367 -0.09256
H 1.00634 -0.20711 0.93688
H -1.37113 3.21894 -0.94448
H -0.38186 3.30064 -2.44655
H 1.91703 2.86561 -2.40848
H 3.96347 2.67924 1.40980
H 0.92969 2.86114 3.32294
H 2.75015 3.07419 3.37223
H 4.10708 0.85315 2.88311
H 2.31248 -2.90732 3.43463
H -1.16235 -1.49158 4.21267
H -0.12639 -2.83653 4.51970
H 0.43070 -4.23866 2.63463
H -1.57557 -3.69649 -1.14623
H -3.51083 -1.09352 0.08215
H -3.52622 -2.33502 -1.05752
H -3.44968 -1.36750 -3.14910
H -1.40509 2.29866 -3.93460
H -2.35932 -1.92383 -5.24920
H -1.04371 -0.80741 -5.55794
H -2.28598 -1.21792 -6.83661
H -4.93256 -0.71987 -4.81237
H -4.67077 0.04382 -6.46845
H -4.87709 1.05091 -5.06308
H -1.41845 1.54022 -5.98156
H -2.89310 2.35677 -5.65296
H -2.74210 1.22959 -7.08949
H -1.49599 -6.90552 0.18665
H -0.52819 -6.99849 -1.37992
H -1.73769 -5.73611 -1.07904
H 0.38607 -6.68643 1.73445
H 1.82811 -5.82145 1.38279
H 1.47549 -7.10439 0.41864
H 0.67437 -4.16199 -1.70972
H 1.62353 -5.68065 -1.73652
H 1.99418 -4.43269 -0.53329
H -1.07574 0.49120 5.61919
H -1.68679 1.85751 4.76346
H 0.08165 1.88968 5.29933
H 4.43330 -3.06831 4.76672
H 5.68794 -3.53668 3.66298
H 4.05302 -3.85173 3.24437
H 5.50654 -0.73229 4.72733
H 5.98835 -0.04237 3.10446
H 6.68434 -1.57314 3.70454
H 4.06143 -2.68836 1.09883
H 5.79268 -2.34535 1.37294
H 4.67170 -0.98146 0.98100
H 3.69480 4.00146 -3.13070
H 3.95987 2.23378 -3.36763
H 5.36847 3.29001 -3.33083
H 4.82032 4.90224 -0.91225
H 6.35375 3.99600 -1.12024
H 5.37093 3.87476 0.31236
H 4.72527 0.71117 -1.79047
H 5.24208 1.26003 -0.16402
H 6.23835 1.71210 -1.58518
O -3.95894 1.49437 -0.39210
H -4.67023 0.88386 -0.48590
H -4.35306 2.19526 0.17228
O -1.22075 4.50020 3.23291
H -0.98281 4.04427 2.40780
H -2.13268 4.27034 3.37677
F -8.12203 5.59306 -1.16742
As -9.09580 4.30625 -1.90538
F -7.66172 3.34703 -2.25110
F -8.92620 5.06417 -3.52143
F -10.06990 3.08126 -2.70337
F -10.51463 5.29737 -1.66318
F -9.29549 3.57052 -0.32214
C -3.85934 2.31894 2.89832
H -4.72588 1.75507 3.32292
H -4.27856 3.33959 2.71007
*
```

Here are the Löwdin charges for atoms 1 to 8, given in e: 1.39, 0.03, -0.17, -0.25, -0.14, -0.06, -0.14, 0.01



[2]
DFT (ωB97M-V with the def2-TZVPD basis set) results for C47H64N7SW as an isolated structure.

- frontier orbital gap (alpha / beta) (eV) = 5.80 / 5.59
- total energy (Eh) = -2677.8537

```
! RIJCOSX wB97M-V def2-TZVPD def2/J DEFGRID3
* xyz 1 3
W 0.05104 0.08344 0.08017
C -1.11116 -5.25200 2.90274
C -1.78075 -4.04604 3.57120
C -1.14252 -2.75236 3.17419
C -0.23818 -2.01850 3.87513
C 0.26709 -2.27483 5.26041
C -0.62070 -1.62594 6.32770
C 0.09893 -0.88693 3.05785
C 0.93711 0.12490 3.46050
C 1.20719 1.27188 2.74892
C 1.84773 2.43897 3.28964
C 2.36615 2.55825 4.68833
C 1.25881 2.84272 5.71001
C 1.80727 3.38991 2.31694
C 1.15255 2.79147 1.18455
C 0.85747 3.44515 0.01001
C 0.04153 2.97789 -0.99174
N -0.60837 1.75492 -0.99167
C -1.37366 1.75579 -2.14449
C -2.23337 0.75285 -2.53165
C -2.45132 -0.41834 -1.84906
N -1.75472 -0.80905 -0.73117
C -2.41574 -1.92715 -0.27470
C -2.17778 -2.54487 0.92945
C -1.34137 -2.08331 1.92126
N -0.58986 -0.93010 1.85662
C -3.46826 -2.30640 -1.18307
C -3.49303 -1.36308 -2.16281
C -4.45217 -1.22609 -3.30325
C -5.59157 -0.24629 -3.00194
C -4.39458 -3.46447 -0.97983
C -5.54640 -3.13943 -0.02241
C -1.17803 2.97059 -2.87675
C -0.30059 3.72778 -2.16371
C 0.26737 5.05926 -2.53736
C 1.60708 4.90994 -3.26766
C -1.86025 3.32433 -4.16110
C -3.24946 3.93026 -3.93605
N 0.81006 1.48875 1.45142
C 2.31573 4.79621 2.37222
C 1.27434 5.78950 2.89696
H -1.58603 -6.18259 3.21357
H -0.05455 -5.29992 3.16971
H -1.17072 -5.18334 1.81501
H -1.72091 -4.15497 4.65493
H -2.84600 -4.02566 3.32751
H 1.29040 -1.90800 5.35936
H 0.31753 -3.35237 5.42601
H -0.66464 -0.54376 6.19092
H -0.24091 -1.82829 7.32898
H -1.64102 -2.00663 6.26573
H 1.35721 0.04768 4.45433
H 3.11142 3.35452 4.72428
H 2.88854 1.63920 4.96570
H 0.72833 3.76263 5.46360
H 1.67244 2.94596 6.71309
H 0.52447 2.03537 5.72588
H 1.23658 4.45155 -0.10384
H -2.80781 0.91875 -3.43332
H -2.74922 -3.43740 1.14794
H -4.86784 -2.20683 -3.53930
H -3.91613 -0.90038 -4.19821
H -6.19117 -0.59491 -2.16066
H -6.24862 -0.13889 -3.86486
H -5.20380 0.74038 -2.74338
H -3.83450 -4.32298 -0.60030
H -4.79945 -3.76974 -1.94602
H -5.17004 -2.82016 0.95063
H -6.18505 -4.00982 0.12701
H -6.16185 -2.33131 -0.41863
H 0.39807 5.67648 -1.64625
H -0.44669 5.58956 -3.16940
H 2.31044 4.32342 -2.67349
H 2.05142 5.88430 -3.47127
H 1.47190 4.39069 -4.21767
H -1.94007 2.43760 -4.79440
H -1.23611 4.03089 -4.71033
H -3.90356 3.23017 -3.41283
H -3.71932 4.19190 -4.88398
H -3.18208 4.83346 -3.32808
H 2.64589 5.10572 1.37857
H 3.20418 4.82459 3.00589
H 0.36551 5.75737 2.29360
H 1.66358 6.80730 2.87351
H 0.99821 5.55798 3.92589
C 4.11185 -2.37492 -2.49167
N 3.50325 -2.51490 -1.16920
C 4.42195 -2.18766 -0.08536
C 2.20850 -2.78270 -0.96897
S 1.36841 -2.25077 0.45727
N 1.57688 -3.58494 -1.83977
C 2.26275 -4.64528 -2.57956
C 0.12594 -3.72348 -1.84947
H 4.53881 -1.37441 -2.54272
H 3.36896 -2.45831 -3.27477
H 4.89941 -3.11497 -2.64680
H 5.20564 -2.94758 -0.05257
H 3.89589 -2.16575 0.86211
H 4.87531 -1.21728 -0.27527
H 3.25906 -4.80334 -2.17964
H 2.32882 -4.43113 -3.64672
H 1.69045 -5.56390 -2.45014
H -0.35174 -2.78417 -1.60401
H -0.19483 -4.47700 -1.12613
H -0.17487 -4.03075 -2.85086
C 3.54393 0.95219 0.50905
C 2.96013 0.85985 -0.86632
C 3.60754 1.18464 -2.02944
C 2.77815 0.77731 -3.10554
C 1.65955 0.20458 -2.56547
C 0.58526 -0.50280 -3.33070
N 1.73413 0.27361 -1.17328
H 3.34418 1.90118 1.00463
H 4.62866 0.86180 0.43826
H 3.18336 0.14943 1.15308
H 4.58953 1.63058 -2.09200
H 2.99589 0.85384 -4.16117
H 1.03654 -1.19100 -4.05007
H -0.04817 0.17940 -3.89747
H -0.06073 -1.09049 -2.68050
*
```

Here are the Löwdin charges for atoms 1 to 8, given in e: 1.67, -0.07, -0.18, -0.13, -0.12, -0.18, -0.07, -0.25



[3]
DFT (ωB97M-V with the def2-TZVPD basis set) results for a 9-piece molecular cluster, C47H79B2ClF4N3O16PS2 overall at a distorted geometry.

- SMILES = CCCN1c2c(F)c(P(=N)(O)O)c(B(N)O)c(S)c2Sc2c(CCCCl)c(C[C@@H](O)C(F)(F)F)c(CB(O)O)c(COO)c21.CC(C)=O.CC(C)=O.CC(C)=O.CC(C)=O.CC(C)=O.CC(C)=O.CC(C)=O.CC(C)=O
- frontier orbital gap (eV) = 7.80
- total energy (Eh) = -5253.6483

```
! RIJCOSX wB97M-V def2-TZVPD def2/J DEFGRID3
* xyz 0 1
C 1.18512 1.50709 -1.01838
C 1.53328 0.02509 -1.22179
C 1.01908 -0.77391 -0.02980
N 0.92649 -2.24259 -0.24492
C 1.84768 -2.76206 -1.18650
C 1.45706 -2.92988 -2.50842
F 0.20310 -2.54947 -2.79982
C 2.29098 -3.43469 -3.49434
P 1.68777 -3.65770 -5.20087
N 2.06931 -5.05155 -5.75242
O 2.25318 -2.40646 -6.04654
O 0.08099 -3.50952 -5.20835
C 3.61172 -3.80110 -3.17067
B 4.64178 -4.39627 -4.24647
N 5.46951 -5.55741 -4.00028
O 4.73092 -3.77966 -5.48057
C 4.02655 -3.64367 -1.84405
S 5.67383 -4.08057 -1.30299
C 3.14380 -3.13699 -0.88324
S 3.63220 -2.94319 0.80790
C 2.08780 -3.38122 1.60224
C 2.08394 -4.12253 2.78022
C 3.42536 -4.58187 3.33224
C 4.05853 -5.73800 2.48071
C 3.01594 -6.57054 1.75787
Cl 3.72485 -8.10829 1.15167
C 0.86122 -4.43472 3.38468
C 0.84936 -5.28934 4.64933
C 1.25910 -4.54815 5.93066
O 0.13624 -4.50162 6.80353
C 2.45487 -5.19018 6.69367
F 3.58527 -4.48842 6.54528
F 2.67484 -6.46390 6.38586
F 2.20562 -5.16428 8.02000
C -0.32703 -3.98584 2.78554
C -1.66377 -4.32510 3.43324
B -1.98335 -3.36040 4.65593
O -1.12546 -2.31579 5.01378
O -3.13538 -3.51899 5.39057
C -0.29065 -3.25340 1.59849
C -1.56353 -2.80480 0.93054
O -2.18761 -1.64702 1.53246
O -1.25733 -1.00353 2.39299
C 0.92472 -2.95873 0.98242
H 1.55016 2.08248 -1.86366
H 0.11475 1.62411 -0.89996
H 1.64046 1.88038 -0.09564
H 1.06586 -0.27444 -2.15939
H 2.62153 -0.04947 -1.28336
H 1.64386 -0.51911 0.83361
H 0.01781 -0.40165 0.19948
H 2.66891 -4.97219 -6.56455
H 1.54333 -1.96593 -6.53320
H -0.23267 -4.27063 -4.69900
H 6.33861 -5.30304 -3.54622
H 5.74182 -6.00545 -4.87027
H 4.53259 -2.83934 -5.42683
H 6.14168 -2.84476 -1.04076
H 4.09709 -3.72692 3.34312
H 3.27240 -4.99419 4.32000
H 4.62703 -6.38043 3.15500
H 4.76829 -5.28198 1.79526
H 2.17486 -6.82386 2.39452
H 2.69249 -6.03274 0.87088
H -0.16254 -5.63796 4.82156
H 1.46474 -6.16360 4.44713
H 1.49989 -3.52034 5.65907
H 0.22268 -3.73476 7.37631
H -2.48007 -4.18626 2.72585
H -1.69201 -5.36272 3.75957
H -0.98037 -2.36865 5.96395
H -3.28514 -2.69849 5.87475
H -2.31990 -3.58925 0.94506
H -1.38548 -2.54368 -0.11092
H -1.80020 -0.70566 3.13219
C -0.82841 0.19387 -4.66618
C -0.86106 1.63291 -4.20260
C -0.98437 2.68850 -5.27296
O -0.79384 1.91570 -3.02805
H -0.73996 -0.46683 -3.80689
H -1.74684 -0.04763 -5.20422
H 0.02831 0.03457 -5.32403
H -1.91509 2.54494 -5.82529
H -0.13768 2.62826 -5.95919
H -0.99776 3.67362 -4.81007
C 2.85504 -0.99789 6.17453
C 2.97830 -0.28758 4.84753
C 2.60440 1.17228 4.81753
O 3.36183 -0.86113 3.85451
H 3.15973 -2.03396 6.05936
H 3.49937 -0.52250 6.91557
H 1.81872 -0.96157 6.51963
H 3.24160 1.73683 5.49894
H 1.55881 1.29249 5.10999
H 2.73686 1.56151 3.81518
C 4.61271 5.80573 2.92483
C 4.71479 4.44527 3.57005
C 6.01037 4.11576 4.27197
O 3.80133 3.65457 3.52669
H 3.63612 5.91163 2.45791
H 4.73341 6.58653 3.67746
H 5.38452 5.91611 2.16165
H 6.18898 4.82655 5.08035
H 6.83959 4.15656 3.56433
H 5.95148 3.11250 4.68875
C -5.38877 4.85920 -6.65151
C -4.44560 4.11136 -7.55260
C -4.98778 2.88281 -8.24326
O -3.29957 4.46931 -7.70650
H -4.87492 5.71618 -6.22137
H -6.25357 5.21240 -7.21688
H -5.71309 4.20060 -5.84614
H -5.82801 3.15444 -8.88383
H -5.31925 2.15509 -7.50061
H -4.20636 2.43614 -8.85497
C -7.65976 -6.56107 6.55931
C -7.04654 -5.56660 5.60090
C -5.65426 -5.07565 5.91783
O -7.64529 -5.18216 4.62374
H -8.65617 -6.82911 6.21475
H -7.04624 -7.46213 6.60611
H -7.73503 -6.12240 7.55557
H -4.95702 -5.91436 5.93690
H -5.64889 -4.57421 6.88749
H -5.33610 -4.37401 5.15651
C -4.10393 2.70632 -2.33050
C -5.28172 2.34325 -3.19909
C -5.89715 0.98175 -2.98964
O -5.71502 3.11142 -4.03090
H -3.75744 3.70630 -2.58339
H -4.39645 2.68701 -1.27941
H -3.28557 2.00179 -2.48964
H -6.26288 0.89137 -1.96600
H -5.15530 0.20422 -3.17827
H -6.73094 0.85035 -3.67631
C -2.35822 6.93523 -4.85659
C -1.22852 6.71752 -3.87910
C -0.23538 7.84123 -3.71867
O -1.12884 5.68547 -3.25504
H -2.99464 6.05308 -4.87499
H -2.95354 7.79836 -4.55288
H -1.96117 7.10302 -5.85885
H -0.73909 8.74261 -3.36743
H 0.25253 8.04885 -4.67186
H 0.52049 7.55382 -2.99046
C -0.63960 11.11635 -0.82624
C -0.47609 11.88477 -2.11609
C -0.87750 13.33993 -2.10111
O -0.04341 11.35866 -3.11462
H -0.31592 10.08804 -0.97329
H -0.03235 11.56988 -0.04151
H -1.68685 11.11812 -0.51986
H -0.28012 13.88510 -1.36876
H -1.93461 13.43346 -1.84765
H -0.71020 13.77093 -3.08557
*
```

Here are the Löwdin charges for atoms 1 to 8, given in e: -0.11, -0.21, -0.13, -0.03, -0.19, -0.19, 0.07, -0.13